15
Properties=species:S:1:pos:R:3:nbo_charge:R:1 method="wB97M-V/def2-TZVPD" e_homo_ev=-17.010 max_force_ev_per_a=6.1 de_lowest_ev=0.577 homo_lumo_gap_ha=0.2882 e_lumo_ev=-9.17 total_charge=+2
C 0.11926 -0.83185 -0.37821 0.271
N -1.19979 -0.55533 -0.27387 -0.408
N 1.03822 0.14217 -0.43991 -0.415
N -1.85261 0.70966 -0.44614 -0.536
N 2.25812 -0.23716 -0.18352 -0.373
S 0.64519 -2.41274 -0.38565 0.325
S 2.95998 0.07517 1.82362 0.182
Cl 3.63625 0.40981 -1.01903 0.252
H -1.92032 -1.28947 -0.23056 0.466
H 0.77242 1.19956 -0.25804 0.392
H -2.79087 0.81662 -0.02611 0.491
H -1.18776 1.45699 0.03047 0.470
H -2.10325 0.92996 -1.46837 0.479
H 1.83670 -1.77396 -0.45512 0.237
H 4.13826 -0.44983 1.95481 0.167